Record 1
ORCA calculation (the ωB97M-V functional and the def2-TZVPD basis) on a cluster of 8 separate species, C9H31N2O10 in total at a distorted geometry.

Summary:
orbital gap (alpha / beta)	0.3153 / 0.1583	Eh
multiplicity	2
expectation value of S²	0.7541

Element x y z (Å)
N -1.55776 -2.36795 0.93788
O -0.80542 -2.56586 1.93988
O -0.95980 -1.90856 -0.01692
O -2.70637 -2.72147 0.94898
C 1.15197 2.28548 1.81163
C 0.38198 2.22375 0.52511
C 0.20790 3.59588 -0.06103
C 1.42744 4.05850 -0.91266
C 1.53947 3.11071 -2.02374
C 1.83917 1.64650 -1.52322
N 0.94661 1.27090 -0.44705
O 1.25048 0.06541 0.16568
C 1.51233 0.64048 -2.62228
C 3.37339 1.66158 -1.14478
C -0.97691 1.70322 0.88945
H 1.44788 1.36199 2.30930
H 2.06290 2.85505 1.62749
H 0.65227 2.85481 2.59538
H -0.70886 3.70132 -0.64114
H 0.15349 4.39199 0.68151
H 1.23097 5.09277 -1.19512
H 2.24168 4.29675 -0.22829
H 2.22924 3.49074 -2.77732
H 0.60663 3.05855 -2.58517
H 1.77767 0.97903 -3.62382
H 0.48042 0.29341 -2.67539
H 2.15563 -0.22588 -2.46843
H 3.47312 2.46961 -0.42004
H 4.12204 1.68958 -1.93651
H 3.54340 0.68790 -0.68527
H -1.62529 2.31340 1.51824
H -1.58956 1.31592 0.07535
H -0.87734 0.83754 1.54428
H 0.73642 -0.59648 -0.30255
O 2.19038 -3.18327 1.08427
H 1.41479 -2.84620 0.63585
H 2.40127 -3.99449 0.62202
O 1.15263 -4.14332 3.49941
H 2.08473 -3.93917 3.57519
H 0.78934 -3.42010 2.98832
O -4.63693 -4.69552 0.79700
H -3.88138 -4.11007 0.74554
H -5.36832 -4.17291 0.46810
O -4.16022 -2.04857 -2.56847
H -4.10802 -2.04724 -1.61270
H -3.38064 -1.57104 -2.85207
O -0.86737 -3.53830 -2.38416
H -0.94667 -3.07971 -1.54771
H -0.42763 -2.91283 -2.96003
O -3.37186 -1.28520 3.66880
H -3.31085 -1.23193 2.71504
H -4.31047 -1.34667 3.84618

These are the Mulliken partial charges, in e, on atoms 1 to 6:
1 N 0.773
2 O -0.644
3 O -0.566
4 O -0.712
5 C -1.654
6 C 1.587

=====

Record 2
ORCA calculation (the ωB97M-V functional and the def2-TZVPD basis) on a cluster of 2 separate species, C10H10N2 in total at a distorted geometry.

Summary:
orbital gap	0.3823	Eh
SMILES	c1ccncc1.c1ccncc1

Element x y z (Å)
N -4.79126 1.18002 0.12059
C -4.29377 1.23887 1.36116
C -4.43905 0.16978 -0.67780
C -3.34159 0.32254 1.85491
C -3.44272 -0.72556 -0.28053
C -2.92213 -0.62146 0.94946
H -4.74695 2.05646 1.93716
H -4.91904 0.08544 -1.66170
H -2.90117 0.30970 2.86063
H -3.13314 -1.62379 -0.83093
H -2.07243 -1.25972 1.22558
N 2.85051 -0.99401 -1.55144
C 2.25376 -0.28124 -0.61305
C 4.18517 -0.98274 -1.68036
C 3.00322 0.61559 0.16336
C 4.96929 -0.17939 -0.97134
C 4.36470 0.59629 -0.00841
H 1.16110 -0.36262 -0.54185
H 4.59378 -1.71724 -2.38686
H 2.61705 1.26592 0.95932
H 6.05852 -0.30673 -0.91680
H 4.94613 1.21381 0.68888

These are the Mulliken partial charges, in e, on atoms 1 to 6:
1 N -0.535
2 C -0.152
3 C -0.196
4 C -0.412
5 C -0.290
6 C -0.101

=====

Quick rundown of energy relative to the best compared isomer or geometry (same formula, charge and spin), same order as above: 1.1 42.2 kcal per mole